# 1
DFT (wB97M-V/def2-TZVPD) results for an isolated molecule of C5H8Br2O.

## Properties
gap between HOMO and LUMO = 10.84 eV
ΔE to the lowest compared entry with this formula, charge and spin = 17.12 kcal/mol
SMILES = CC[C@@]1(Br)O[C@@]1(C)Br
LUMO = 0.6939 eV

Geometry as ORCA input:
```
! wB97M-V def2-TZVPD RIJCOSX def2/J DEFGRID3
* xyz 0 1
C -0.208 -1.437 1.818
C 0.917 -0.744 0.948
C 0.485 0.467 0.220
Br 0.021 1.895 1.478
O 1.373 0.846 -0.827
C 0.047 0.427 -1.240
C -0.889 1.410 -1.953
Br -0.132 -1.262 -2.136
H -1.068 -0.770 1.977
H 0.171 -1.552 2.775
H -0.477 -2.391 1.467
H 1.258 -1.481 0.230
H 1.626 -0.428 1.766
H -0.254 1.838 -2.740
H -1.149 2.296 -1.413
H -1.720 0.886 -2.371
*
```



# 2
DFT (wB97M-V/def2-TZVPD) results for a structure of composition C42H58NbO19S2.

## Properties
gap between HOMO and LUMO = 3.35 eV
LUMO = -0.4637 eV

Geometry as ORCA input:
```
! wB97M-V def2-TZVPD RIJCOSX def2/J DEFGRID3
* xyz -1 1
C 1.230 -3.398 -0.317
C 2.076 -3.423 -1.586
C 1.565 -4.287 -2.764
C 0.501 -5.360 -2.459
Nb -1.641 -4.763 -2.903
S -4.001 -4.097 -3.531
C -2.084 -4.897 -0.666
C -3.198 -3.973 -0.148
C -3.014 -3.581 1.334
C -4.320 -3.227 2.048
C -5.043 -2.018 1.465
O -5.816 -2.249 0.303
C -6.899 -3.123 0.499
C -0.933 -4.604 -5.113
S -2.059 -3.924 -6.365
C -3.062 -5.371 -6.739
C -4.226 -4.926 -7.617
O -1.985 -6.723 -3.209
C -3.077 -7.374 -2.612
C -3.787 -8.281 -3.605
O -1.104 -2.849 -2.545
C -1.190 -1.879 -3.561
C -1.039 -0.481 -2.966
C -1.215 0.608 -4.017
H 1.069 -4.395 0.096
H 1.758 -2.839 0.456
H 0.266 -2.916 -0.466
H 3.103 -3.686 -1.315
H 2.127 -2.387 -1.940
H 2.437 -4.794 -3.198
H 1.211 -3.618 -3.549
H 0.592 -5.776 -1.453
H 0.665 -6.200 -3.145
H -4.806 -4.790 -2.713
H -2.222 -5.931 -0.322
H -1.155 -4.547 -0.204
H -4.184 -4.420 -0.302
H -3.174 -3.053 -0.735
H -2.485 -4.374 1.867
H -2.379 -2.687 1.359
H -4.096 -2.975 3.093
H -4.968 -4.108 2.086
H -5.688 -1.556 2.229
H -4.300 -1.274 1.171
H -6.578 -4.171 0.484
H -7.611 -2.958 -0.307
H -7.390 -2.938 1.465
H -0.745 -5.647 -5.395
H 0.027 -4.094 -5.229
H -3.429 -5.795 -5.803
H -2.461 -6.109 -7.276
H -4.826 -4.175 -7.102
H -3.851 -4.467 -8.536
H -4.853 -5.774 -7.899
H -3.807 -6.684 -2.176
H -2.705 -7.997 -1.786
H -4.310 -7.703 -4.367
H -3.077 -8.965 -4.072
H -4.526 -8.888 -3.071
H -2.152 -1.928 -4.088
H -0.383 -2.009 -4.293
H -1.727 -0.359 -2.127
H -0.023 -0.417 -2.559
H -2.189 0.528 -4.503
H -1.123 1.603 -3.575
H -0.442 0.529 -4.785
C 2.230 -2.045 4.417
C 2.739 -1.433 5.493
C 2.517 0.033 5.767
O 3.007 0.492 6.785
C 1.749 0.810 4.815
C 1.274 0.205 3.723
C 1.469 -1.265 3.459
O 0.985 -1.701 2.433
O 0.623 0.843 2.756
O 3.477 -2.046 6.413
H 2.382 -3.096 4.212
H 1.615 1.865 5.009
H 0.420 0.176 2.065
H 3.702 -1.359 7.071
C 7.639 1.263 2.185
C 6.615 0.509 2.612
C 5.562 1.047 3.550
O 4.662 0.292 3.868
C 5.671 2.416 4.013
C 6.692 3.168 3.583
C 7.739 2.637 2.633
O 8.619 3.410 2.296
O 6.879 4.432 3.941
O 6.436 -0.753 2.255
H 8.396 0.889 1.511
H 4.915 2.786 4.692
H 7.687 4.725 3.474
H 5.615 -1.053 2.690
C 1.098 5.882 2.365
C 1.298 4.552 2.377
C 2.657 3.951 2.071
O 2.775 2.745 2.143
C 3.748 4.848 1.724
C 3.535 6.169 1.705
C 2.192 6.763 2.040
O 2.114 7.983 2.010
O 4.468 7.065 1.404
O 0.336 3.699 2.675
H 0.138 6.325 2.588
H 4.709 4.410 1.494
H 4.037 7.940 1.475
H 0.657 2.777 2.582
C 0.702 12.694 0.621
C -0.532 13.099 0.294
C -1.765 12.338 0.715
O -2.840 12.807 0.379
C -1.601 11.119 1.474
C -0.366 10.700 1.799
C 0.870 11.480 1.402
O 1.948 11.054 1.766
O -0.142 9.596 2.486
O -0.788 14.193 -0.412
H 1.589 13.237 0.330
H -2.490 10.574 1.757
H 0.826 9.459 2.562
H -1.762 14.236 -0.488
*
```



# 3
DFT (wB97M-V/def2-TZVPD) results for an isolated molecule of C6H10N2O4.

## Properties
gap between HOMO and LUMO = 10.45 eV
ΔE to the lowest compared entry with this formula, charge and spin = 77.86 kcal/mol
SMILES = O=CN1CCN(C=O)[C@@H](O)[C@H]1O
LUMO = 0.4987 eV

Geometry as ORCA input:
```
! wB97M-V def2-TZVPD RIJCOSX def2/J DEFGRID3
* xyz 0 1
O -3.389 0.065 -1.304
C -2.634 0.498 -0.412
N -1.380 0.092 0.143
C -0.502 0.872 1.059
C 0.744 1.463 0.437
N 1.420 0.208 -0.078
C 2.841 0.221 -0.297
O 3.372 1.297 -0.507
C 0.749 -1.070 -0.077
O 0.535 -1.506 1.377
C -0.572 -0.965 -0.744
O -1.437 -2.105 -0.767
H -2.765 1.510 0.006
H -0.318 0.402 2.045
H -1.018 1.876 1.348
H 0.302 2.133 -0.544
H 1.552 2.215 0.899
H 3.487 -0.714 -0.386
H 1.349 -1.724 -0.617
H 0.302 -2.591 1.275
H -0.366 -0.532 -1.723
H -2.271 -1.643 -1.135
*
```



# 4
DFT (wB97M-V/def2-TZVPD) results for a structure of composition C29H30Cl5CrO5.

## Properties
gap between HOMO and LUMO (spin up / spin down) = 2.43 / 2.43 eV
ΔE to the lowest compared entry with this formula, charge and spin = 12.80 kcal/mol
⟨S²⟩ = 3.87
LUMO (spin up / spin down) = 4.0239 / 4.0237 eV

Geometry as ORCA input:
```
! wB97M-V def2-TZVPD RIJCOSX def2/J DEFGRID3
* xyz -2 4
C 0.440 -0.901 -3.817
C 0.251 -1.447 -2.390
C 0.042 0.586 -3.804
C -0.797 0.866 -2.513
H -0.539 0.796 -4.710
H 0.939 1.210 -3.869
C -0.914 -0.672 -1.816
H 1.179 -1.281 -1.808
H 0.039 -2.528 -2.445
C -1.391 -1.182 -0.373
H -1.801 -0.983 -2.415
H -1.829 1.072 -2.856
C -0.335 2.130 -1.897
C 1.841 -1.157 -4.343
C -0.372 -1.617 -4.911
O -1.017 -1.041 -5.774
O 2.828 -1.309 -3.642
O 1.890 -1.191 -5.688
O -0.308 -2.958 -4.885
C -0.947 -3.499 -6.056
H -0.860 -4.582 -5.979
H -0.431 -3.126 -6.949
H -1.997 -3.186 -6.096
C 3.212 -1.390 -6.189
H 3.886 -0.615 -5.802
H 3.117 -1.320 -7.273
H 3.593 -2.377 -5.893
O -0.582 -1.487 0.765
H -1.813 -2.181 -0.632
H -2.219 -0.509 -0.065
C -1.351 3.097 -1.417
C 1.077 2.217 -1.486
H 1.610 2.989 -2.071
H 1.602 1.264 -1.670
H 1.211 2.480 -0.421
H -0.964 3.828 -0.684
H -2.232 2.601 -0.953
H -1.758 3.681 -2.263
Cr -0.359 -0.619 2.304
C -2.113 -0.190 4.554
C -2.741 -0.156 3.266
C -2.466 -1.395 2.608
H -3.434 0.603 2.893
C -1.536 -2.150 3.447
C -1.362 -1.393 4.652
H -0.841 -1.740 5.538
H -2.395 0.450 5.385
H -3.019 -1.813 1.771
H -1.276 -3.196 3.278
C 2.119 0.497 3.009
C 2.003 -0.408 4.092
C 1.539 -1.657 3.592
H 2.308 -0.230 5.120
C 1.595 -1.607 2.161
C 1.795 -0.197 1.792
H 1.911 0.168 0.772
H 2.513 1.509 3.064
H 1.322 -2.545 4.179
H 1.660 -2.461 1.492
Cl 0.263 0.260 6.943
C -0.005 1.591 5.881
C -0.288 1.425 4.562
C -0.395 2.420 3.664
Cl -0.647 2.007 1.953
C -0.299 3.767 4.109
Cl -0.415 5.060 2.988
C -0.091 4.004 5.491
Cl -0.011 5.607 6.085
C 0.058 2.922 6.389
Cl 0.308 3.187 8.056
*
```



# 5
DFT (wB97M-V/def2-TZVPD) results for a structure of composition C31H34F3LuNO2S2Sb2.

## Properties
gap between HOMO and LUMO = 7.29 eV
ΔE to the lowest compared entry with this formula, charge and spin = 5.35 kcal/mol
LUMO = -3.2667 eV

Geometry as ORCA input:
```
! wB97M-V def2-TZVPD RIJCOSX def2/J DEFGRID3
* xyz 1 1
Lu 1.236 -0.682 -0.517
C 2.460 -2.534 -2.197
C 2.568 -3.258 -1.001
C 3.346 -2.782 0.009
C 4.024 -1.579 -0.178
C 3.954 -0.885 -1.412
C 3.192 -1.378 -2.447
H 1.831 -3.013 -2.996
H 2.057 -4.176 -0.736
H 3.537 -3.422 0.890
H 4.609 -1.165 0.544
H 4.569 0.019 -1.536
H 3.068 -0.769 -3.385
C -0.875 -3.737 -3.243
Sb -1.084 -2.529 -1.475
C -2.277 -3.784 -0.323
C -2.666 -1.214 -2.229
C -3.917 -1.107 -1.380
C -4.919 -2.106 -1.473
C -6.063 -1.997 -0.720
C -6.251 -0.884 0.043
C -5.277 0.091 0.188
C -4.071 0.026 -0.539
C -3.110 1.184 -0.415
Sb -1.453 0.546 0.779
C -0.839 2.320 1.909
C -2.615 -0.383 2.290
H -1.821 -4.181 -3.517
H -0.028 -4.477 -3.157
H -0.695 -3.036 -4.083
H -1.720 -4.601 0.197
H -2.861 -4.224 -1.083
H -2.887 -3.143 0.360
H -2.850 -1.660 -3.250
H -2.223 -0.274 -2.442
H -4.830 -2.848 -2.269
H -6.902 -2.703 -0.844
H -7.171 -0.735 0.562
H -5.479 0.939 0.913
H -3.640 1.967 0.166
H -2.756 1.661 -1.352
H 0.084 2.696 1.468
H -0.648 1.997 2.915
H -1.636 3.125 1.913
H -3.451 0.249 2.469
H -1.993 -0.511 3.137
H -3.073 -1.302 1.970
F 0.112 -0.575 4.933
C 1.458 -0.842 4.920
F 1.917 -0.331 6.078
F 1.632 -2.154 4.992
C 2.106 -0.236 3.747
C 3.061 0.752 3.953
C 3.714 1.391 2.914
C 3.206 1.147 1.640
N 2.313 0.194 1.380
C 1.732 -0.548 2.393
S 0.785 -1.882 1.811
H 3.277 0.998 4.947
H 4.387 2.236 3.122
H 3.582 1.691 0.785
O 2.642 6.754 -0.465
C 3.014 5.474 -0.209
O 3.935 5.248 0.511
C 2.285 4.346 -0.951
C 0.855 4.325 -1.060
C 0.233 3.269 -1.635
C 1.048 2.227 -2.097
S 0.301 0.697 -2.598
C 2.447 2.351 -2.199
C 3.067 3.421 -1.606
H 1.873 6.797 -1.014
H 0.245 5.134 -0.569
H -0.855 3.249 -1.807
H 3.041 1.659 -2.779
H 4.129 3.465 -1.659
*
```



# 6
DFT (wB97M-V/def2-TZVPD) results for a cluster of 11 separate species, C46H75BNO32P in total.

## Properties
gap between HOMO and LUMO = 8.25 eV
SMILES = C[C@@H]1COC(=O)O1.C[C@@H]1COC(=O)O1.C[C@@H]1COC(=O)O1.C[C@@H]1COC(=O)O1.C[C@@H]1COC(=O)O1.C[C@@H]1COC(=O)O1.C[C@@H]1COC(=O)O1.C[C@@H]1COC(=O)O1.C[C@@H]1COC(=O)O1.C[C@@H]1COC(=O)O1.CB(O)P(CC=O)CCCN
LUMO = 0.1170 eV

Geometry as ORCA input:
```
! wB97M-V def2-TZVPD RIJCOSX def2/J DEFGRID3
* xyz 0 1
C -7.318 -0.704 2.117
C -7.561 -0.385 3.581
C -8.194 0.952 3.827
O -7.778 1.240 5.152
C -6.585 0.592 5.328
O -5.844 0.755 6.279
O -6.338 -0.261 4.288
H -6.399 -1.284 1.986
H -8.155 -1.276 1.705
H -7.216 0.205 1.514
H -8.131 -1.197 4.050
H -9.284 0.925 3.761
H -7.813 1.745 3.172
C -5.516 0.725 -2.041
C -5.215 2.206 -2.181
C -5.907 3.077 -1.177
O -5.952 4.327 -1.847
C -5.974 4.042 -3.185
O -6.194 4.857 -4.061
O -5.718 2.717 -3.404
H -5.547 0.233 -3.018
H -4.755 0.235 -1.425
H -6.485 0.552 -1.560
H -4.129 2.367 -2.179
H -5.357 3.162 -0.237
H -6.938 2.769 -0.964
C 4.446 1.686 0.735
C 3.516 0.487 0.717
C 2.198 0.734 0.046
O 1.366 -0.240 0.655
C 1.887 -0.462 1.901
O 1.334 -1.101 2.777
O 3.111 0.133 2.029
H 5.036 1.715 1.656
H 5.130 1.654 -0.119
H 3.893 2.630 0.674
H 4.034 -0.381 0.288
H 2.238 0.587 -1.036
H 1.776 1.723 0.259
C -1.896 2.176 -7.186
C -2.139 2.495 -5.722
C -2.772 3.832 -5.476
O -2.356 4.119 -4.151
C -1.163 3.472 -3.975
O -0.422 3.634 -3.024
O -0.916 2.619 -5.015
H -0.977 1.595 -7.317
H -2.734 1.604 -7.598
H -1.795 3.084 -7.788
H -2.710 1.683 -5.253
H -3.862 3.804 -5.542
H -2.391 4.625 -6.131
C 7.116 -1.051 4.803
C 7.418 0.430 4.662
C 6.725 1.302 5.667
O 6.680 2.551 4.997
C 6.658 2.266 3.658
O 6.438 3.082 2.782
O 6.914 0.941 3.440
H 7.085 -1.543 3.826
H 7.877 -1.541 5.418
H 6.147 -1.224 5.284
H 8.503 0.591 4.664
H 7.275 1.386 6.607
H 5.694 0.993 5.879
C -2.039 10.055 -5.611
C -2.642 9.143 -6.664
C -2.735 7.703 -6.256
O -2.743 7.038 -7.509
C -2.054 7.845 -8.374
O -1.703 7.518 -9.492
O -1.811 9.066 -7.810
H -1.446 10.852 -6.070
H -2.827 10.512 -5.003
H -1.378 9.509 -4.930
H -3.614 9.538 -6.987
H -3.643 7.479 -5.693
H -1.864 7.350 -5.690
C 4.263 -7.797 -1.304
C 4.147 -6.683 -0.280
C 2.756 -6.154 -0.096
O 2.998 -4.844 0.392
C 4.209 -4.463 -0.119
O 4.659 -3.334 -0.062
O 4.844 -5.523 -0.704
H 5.213 -7.739 -1.846
H 4.197 -8.775 -0.816
H 3.461 -7.750 -2.049
H 4.589 -7.004 0.672
H 2.173 -6.733 0.624
H 2.191 -6.068 -1.032
C 12.585 4.494 4.518
C 11.655 3.294 4.500
C 10.337 3.542 3.829
O 9.505 2.568 4.438
C 10.026 2.346 5.684
O 9.473 1.707 6.560
O 11.250 2.941 5.812
H 13.175 4.523 5.439
H 13.269 4.462 3.664
H 12.032 5.437 4.458
H 12.173 2.427 4.071
H 10.377 3.394 2.747
H 9.915 4.531 4.042
C 8.133 -5.103 2.055
C 9.025 -5.202 0.831
C 8.405 -4.681 -0.431
O 9.120 -5.390 -1.430
C 9.507 -6.572 -0.857
O 9.984 -7.510 -1.465
O 9.280 -6.554 0.491
H 8.291 -5.951 2.729
H 8.336 -4.177 2.604
H 7.072 -5.095 1.785
H 9.993 -4.725 1.034
H 8.533 -3.603 -0.555
H 7.342 -4.931 -0.533
C -12.431 0.399 2.867
C -11.709 0.308 1.536
C -12.606 0.056 0.360
O -11.720 -0.549 -0.567
C -10.759 -1.179 0.178
O -9.935 -1.953 -0.271
O -10.854 -0.823 1.494
H -11.825 -0.020 3.676
H -12.663 1.442 3.107
H -13.379 -0.150 2.854
H -11.085 1.198 1.387
H -13.031 0.974 -0.053
H -13.415 -0.653 0.570
C -0.737 -1.168 -1.537
B -2.036 -2.125 -1.138
O -2.890 -2.680 -2.213
P -2.410 -2.556 0.729
C -4.173 -3.371 0.872
C -5.289 -2.555 -0.021
O -5.407 -1.224 0.009
C -1.167 -3.852 1.390
C -1.517 -5.407 1.006
C -1.769 -5.692 -0.588
N -0.493 -5.516 -1.386
H -0.939 -0.503 -2.481
H 0.145 -1.928 -1.789
H -0.391 -0.506 -0.635
H -3.095 -1.981 -2.921
H -4.121 -4.492 0.509
H -4.429 -3.382 2.038
H -6.005 -3.174 -0.738
H -1.203 -3.781 2.580
H -0.085 -3.498 1.078
H -2.419 -5.868 1.634
H -0.570 -6.064 1.315
H -2.657 -5.074 -1.051
H -2.077 -6.840 -0.679
H -0.643 -4.916 -2.245
H -0.264 -6.481 -1.756
*
```



# 7
DFT (wB97M-V/def2-TZVPD) results for a cluster of 2 separate species, C4H12S in total.

## Properties
gap between HOMO and LUMO = 8.88 eV
ΔE to the lowest compared entry with this formula, charge and spin = 50.77 kcal/mol
SMILES = CCS.CC
LUMO = 0.1504 eV

Geometry as ORCA input:
```
! wB97M-V def2-TZVPD RIJCOSX def2/J DEFGRID3
* xyz 0 1
C -0.708 1.791 1.212
C -1.287 1.501 -0.142
S -1.305 -0.394 -0.323
H 0.349 2.005 1.093
H -0.914 0.941 1.854
H -1.194 2.598 1.749
H -2.294 1.843 -0.364
H -0.689 1.792 -0.994
H -1.073 -1.525 -1.005
C 2.438 -0.678 -0.570
C 1.710 -1.710 0.286
H 3.132 -1.106 -1.286
H 2.951 0.000 0.120
H 1.747 -0.032 -1.114
H 2.394 -2.508 0.563
H 1.320 -1.335 1.230
H 0.880 -2.142 -0.268
*
```



no.,electronic energy (eV)
1,-147445.79666
2,-106616.67982
3,-17551.35371
4,-131823.69786
5,-114798.96111
6,-125892.86352
7,-15175.50447